{"formula": "C20H25BrN3Os", "method": "the ωB97M-V functional and the def2-TZVPD basis", "symbols": ["Os", "Br", "N", "N", "N", "C", "C", "C", "C", "C", "C", "C", "C", "C", "C", "C", "C", "C", "C", "C", "C", "C", "C", "C", "C", "H", "H", "H", "H", "H", "H", "H", "H", "H", "H", "H", "H", "H", "H", "H", "H", "H", "H", "H", "H", "H", "H", "H", "H", "H"], "positions_angstrom": [[0.47, 0.95, 0.92], [-1.28, 2.43, 2.17], [2.35, 0.44, 2.00], [-0.17, 0.91, -1.43], [-0.11, -0.27, -2.16], [-0.63, -0.56, 1.69], [-1.77, -2.77, 2.99], [-0.12, -0.19, -4.57], [-2.17, -1.48, 3.38], [-2.25, 0.27, -3.27], [-2.00, 0.92, 3.15], [-1.25, -2.04, -3.34], [-2.87, 1.12, 4.20], [2.68, 2.40, 0.60], [-0.28, -1.86, 1.33], [-3.41, 0.01, 4.85], [-1.59, -0.36, 2.71], [3.02, 1.05, 0.89], [-3.09, -1.27, 4.43], [-0.83, -2.96, 1.99], [3.30, 3.04, -0.46], [4.59, 1.04, -0.93], [-0.96, -0.54, -3.31], [3.97, 0.38, 0.12], [4.26, 2.37, -1.21], [-1.90, -2.31, -2.51], [-0.78, -0.22, -5.43], [2.69, -0.51, 2.18], [2.44, 0.98, 2.86], [-2.08, 1.33, -3.46], [-1.76, -2.29, -4.26], [0.46, 1.63, -1.81], [-2.79, 0.14, -2.34], [0.30, 0.82, -4.49], [-3.13, 2.12, 4.53], [5.34, 0.54, -1.51], [2.06, 2.98, 1.29], [-0.34, -2.62, -3.28], [0.82, -0.66, -2.24], [-2.18, -3.63, 3.50], [4.26, -0.63, 0.38], [0.44, -2.02, 0.53], [0.68, -0.91, -4.72], [-1.14, 1.26, -1.53], [-2.91, -0.08, -4.06], [3.05, 4.06, -0.70], [-0.51, -3.95, 1.72], [-3.54, -2.12, 4.92], [4.79, 2.89, -1.99], [-4.09, 0.16, 5.67]], "homo_ha": [-0.636, -0.641], "charge": 3, "lumo_energy_ev": [-13.080, -13.020], "e_tot_ev": -98093.3704, "homo_lumo_gap_ha": [0.1558, 0.1625]}



{"formula": "C20H25BrN5O2S", "method": "the ωB97M-V functional and the def2-TZVPD basis", "symbols": ["Br", "S", "O", "O", "N", "N", "N", "N", "N", "C", "C", "C", "C", "C", "C", "C", "C", "C", "C", "C", "C", "C", "C", "C", "C", "C", "C", "C", "C", "H", "H", "H", "H", "H", "H", "H", "H", "H", "H", "H", "H", "H", "H", "H", "H", "H", "H", "H", "H", "H", "H", "H", "H", "H"], "positions_angstrom": [[1.89, -2.82, -1.18], [-1.14, -1.60, 5.82], [1.57, -0.97, -3.33], [-0.56, 1.29, -3.20], [-1.37, -0.25, 2.32], [-0.09, -2.43, 3.21], [-0.11, -3.89, 4.72], [0.37, -3.41, 2.94], [0.66, -4.30, 3.60], [-1.95, -0.28, 1.14], [-1.18, -0.56, -0.10], [3.17, 3.96, -2.57], [-1.07, 0.65, -1.02], [-0.30, 0.48, -2.16], [-2.56, 2.01, -3.56], [-0.26, -4.63, 5.97], [0.81, -0.79, -2.30], [2.19, 2.37, -4.36], [3.51, 2.79, -1.91], [-0.22, -1.57, -0.18], [-1.29, 0.00, 4.87], [2.67, 3.84, -3.89], [-0.52, -2.73, 4.54], [2.88, 1.42, -2.46], [-2.16, 0.17, 3.60], [2.44, 1.31, -3.62], [-1.24, 2.29, -3.06], [1.69, 0.13, -4.16], [0.65, -1.57, -1.12], [-1.52, 0.44, 5.65], [0.24, -4.27, 6.66], [-0.79, 3.02, -3.87], [1.03, 0.13, -4.79], [3.77, 4.83, -2.34], [-0.53, 0.47, 2.28], [-2.69, 0.34, 0.98], [1.85, 2.49, -5.34], [2.61, -0.68, -4.88], [-2.96, -0.74, 3.57], [-2.36, 1.12, 3.42], [-1.33, -5.03, 6.34], [2.43, 4.63, -4.58], [-1.89, 1.16, -1.00], [3.33, 0.63, -1.80], [-0.81, -1.12, 2.80], [-1.20, 2.68, -2.11], [-2.67, 1.38, -4.54], [-0.35, 0.07, 4.67], [4.01, 2.68, -0.96], [-2.61, -1.26, 1.32], [-3.10, 1.22, -2.98], [-0.06, -2.46, 0.65], [0.29, -5.63, 5.89], [-3.20, 2.98, -3.56]], "homo_ha": -0.374, "charge": 1, "lumo_energy_ev": -2.583, "e_tot_ev": -113542.3378, "homo_lumo_gap_ha": 0.2786}



{"formula": "C20H25ClF13N3O11S2", "method": "the ωB97M-V functional and the def2-TZVPD basis", "symbols": ["Cl", "S", "S", "F", "F", "F", "F", "F", "F", "F", "F", "F", "F", "F", "F", "F", "O", "O", "O", "O", "O", "O", "O", "O", "O", "O", "O", "N", "N", "N", "C", "C", "C", "C", "C", "C", "C", "C", "C", "C", "C", "C", "C", "C", "C", "C", "C", "C", "C", "C", "H", "H", "H", "H", "H", "H", "H", "H", "H", "H", "H", "H", "H", "H", "H", "H", "H", "H", "H", "H", "H", "H", "H", "H", "H"], "positions_angstrom": [[3.27, -2.61, -1.65], [-1.22, -3.61, -2.97], [2.37, -5.30, -1.59], [0.96, -0.24, 4.01], [-8.79, -9.64, 3.74], [-0.57, 1.12, 4.67], [2.37, 0.04, -2.03], [3.65, -5.51, -2.55], [4.48, -0.44, -2.18], [-7.60, -10.26, 2.05], [3.37, 7.83, 1.40], [-0.74, 0.16, 2.75], [4.20, 7.06, -0.43], [2.88, 5.83, 0.76], [-6.78, -10.35, 4.04], [3.38, 0.19, -3.93], [1.99, 8.94, -0.61], [-1.41, -5.66, -1.17], [5.12, 2.12, -2.63], [1.36, -6.20, -2.05], [0.03, 2.68, 2.29], [2.06, 2.09, 3.07], [1.00, 6.95, -0.90], [-7.63, -7.59, 2.05], [-6.23, -7.67, 3.81], [2.75, -5.60, -0.24], [3.08, 2.67, -1.88], [-3.49, -5.67, -0.51], [1.94, -3.69, -1.84], [-3.34, -4.68, -1.43], [1.89, 7.62, -0.46], [0.61, 3.85, 1.68], [1.25, 3.50, 0.35], [5.56, 3.48, -2.44], [-2.08, -4.66, -1.82], [0.88, 1.89, 2.96], [-7.27, -6.21, 1.82], [3.86, 1.87, -2.31], [-2.32, -6.24, -0.36], [-7.03, -8.19, 3.08], [-7.55, -9.62, 3.23], [0.95, 9.57, -1.37], [-0.21, -2.50, -1.92], [3.52, 0.41, -2.61], [0.13, 0.72, 3.60], [-5.96, -6.11, 1.07], [3.08, 7.08, 0.32], [5.92, 3.73, -0.99], [-0.28, 9.81, -0.52], [0.80, -3.27, -0.98], [6.44, 3.61, -3.06], [-0.71, 8.87, -0.18], [4.81, 4.18, -2.79], [5.04, 3.63, -0.34], [6.66, 3.01, -0.64], [-0.02, 10.38, 0.38], [0.43, -1.91, -2.62], [-0.22, 4.54, 1.51], [1.12, -2.51, -0.23], [1.61, 4.39, -0.15], [-5.14, -6.52, 1.65], [-1.03, 10.36, -1.08], [0.54, 2.99, -0.30], [1.31, 4.33, 2.35], [-7.23, -5.66, 2.77], [2.09, 2.82, 0.49], [1.35, 10.53, -1.71], [-0.83, -1.77, -1.36], [0.32, -4.09, -0.42], [-1.97, -7.05, 0.28], [-8.07, -5.78, 1.23], [-5.73, -5.08, 0.83], [-6.01, -6.69, 0.14], [6.32, 4.74, -0.86], [0.71, 8.99, -2.26]], "homo_ha": -0.361, "lumo_energy_ev": 0.176, "e_tot_ev": -117656.3751, "homo_lumo_gap_ha": 0.3675}



{"formula": "C20H25F15O10", "method": "the ωB97M-V functional and the def2-TZVPD basis", "symbols": ["F", "F", "F", "F", "F", "F", "F", "F", "F", "F", "F", "F", "F", "F", "F", "O", "O", "O", "O", "O", "O", "O", "O", "O", "O", "C", "C", "C", "C", "C", "C", "C", "C", "C", "C", "C", "C", "C", "C", "C", "C", "C", "C", "C", "C", "H", "H", "H", "H", "H", "H", "H", "H", "H", "H", "H", "H", "H", "H", "H", "H", "H", "H", "H", "H", "H", "H", "H", "H", "H"], "positions_angstrom": [[10.05, -9.44, -2.39], [8.06, -9.93, -1.43], [9.52, -12.83, 1.23], [12.62, -20.91, -1.01], [5.08, -23.31, -2.22], [12.01, -19.09, -1.80], [7.40, -13.08, 0.73], [5.68, -21.58, -3.59], [7.91, -16.02, -3.76], [6.22, -15.97, -2.30], [9.74, -11.31, -1.29], [7.13, -22.84, -2.58], [8.34, -14.33, 2.25], [11.09, -20.92, -2.51], [6.45, -17.64, -3.72], [9.08, -14.36, -1.17], [9.22, -15.95, 0.37], [13.09, -21.17, -4.22], [9.84, -8.04, -0.12], [14.49, -19.89, -2.98], [4.96, -16.30, -5.35], [6.64, -20.37, -1.26], [5.07, -21.59, -0.25], [10.58, -10.00, 0.79], [5.81, -14.33, -4.58], [9.78, -18.33, 0.26], [13.58, -22.11, -6.40], [5.94, -22.26, -2.44], [11.28, -9.43, 1.89], [9.43, -10.04, -1.35], [5.95, -21.34, -1.27], [10.33, -8.71, 2.90], [9.91, -9.28, -0.13], [6.17, -20.79, 1.76], [5.76, -15.55, -4.55], [8.96, -14.71, 0.00], [8.52, -13.73, 1.12], [9.45, -17.03, -0.53], [14.16, -21.65, -5.07], [4.10, -15.69, -6.32], [3.27, -16.67, -7.12], [4.85, -20.76, 0.90], [6.58, -16.34, -3.54], [12.20, -20.33, -2.14], [13.39, -20.41, -3.20], [14.34, -22.75, -6.85], [14.66, -22.45, -4.53], [8.53, -17.09, -1.11], [12.02, -8.71, 1.52], [4.04, -21.17, 1.50], [10.06, -7.73, 2.51], [13.44, -21.22, -7.01], [3.51, -14.97, -5.75], [9.47, -9.35, 3.14], [10.29, -16.86, -1.20], [9.02, -18.63, 0.97], [2.49, -17.07, -6.48], [10.84, -8.49, 3.84], [6.43, -21.82, 1.97], [15.01, -21.00, -5.28], [4.59, -15.05, -7.05], [12.67, -22.70, -6.27], [11.98, -10.16, 2.29], [6.93, -20.19, 1.26], [3.82, -17.48, -7.62], [2.78, -16.23, -7.99], [10.67, -18.17, 0.86], [4.58, -19.78, 0.50], [5.97, -20.24, 2.68], [9.96, -19.25, -0.29]], "homo_ha": [-0.480, -0.480], "charge": 1, "s2": 0.76, "multiplicity": 2, "lumo_energy_ev": [-5.408, -10.159], "e_tot_ev": -82371.5058, "homo_lumo_gap_ha": [0.2812, 0.1066]}



{"formula": "C20H25F3N6O2S3V", "method": "the ωB97M-V functional and the def2-TZVPD basis", "symbols": ["V", "S", "S", "S", "F", "F", "F", "O", "O", "N", "N", "N", "N", "N", "N", "C", "C", "C", "C", "C", "C", "C", "C", "C", "C", "C", "C", "C", "C", "C", "C", "C", "C", "C", "C", "H", "H", "H", "H", "H", "H", "H", "H", "H", "H", "H", "H", "H", "H", "H", "H", "H", "H", "H", "H", "H", "H", "H", "H", "H"], "positions_angstrom": [[-0.27, 0.73, 0.47], [-3.14, -1.73, -0.33], [-2.54, 1.03, 1.51], [-1.51, -2.79, -2.57], [-4.95, -0.78, 2.63], [-4.11, 0.41, 4.23], [-4.59, -1.67, 4.57], [1.16, 0.91, -0.92], [3.84, -0.09, -0.76], [-0.71, -0.81, -0.99], [-1.07, 2.24, -0.93], [0.35, -0.98, -1.92], [-0.78, -0.77, 1.92], [1.70, 0.44, 1.49], [0.08, 2.61, 1.61], [-0.24, -1.92, 2.33], [-0.34, 3.49, -0.66], [-3.60, -3.37, -0.96], [4.65, -0.17, -4.34], [1.44, 2.74, 2.18], [-1.66, -1.66, -1.25], [4.82, -0.12, -2.96], [-2.14, -2.37, 3.68], [-0.42, 3.77, 0.83], [-3.20, -3.42, -2.42], [-0.88, -2.76, 3.21], [3.71, -0.09, -2.13], [-2.01, -0.40, 2.32], [2.38, 1.75, 1.53], [3.38, -0.19, -4.89], [2.27, -0.16, -4.05], [1.24, -0.05, -1.79], [-4.10, -0.80, 3.67], [-2.71, -1.20, 3.23], [2.42, -0.10, -2.67], [-2.08, 2.39, -0.86], [0.70, 3.33, -0.97], [-1.46, 3.93, 1.11], [5.81, -0.12, -2.53], [-4.68, -3.47, -0.83], [-0.74, 4.34, -1.22], [1.27, -0.20, -4.46], [-0.57, 2.47, 2.37], [0.13, 4.68, 1.08], [5.52, -0.19, -4.98], [-0.89, 1.92, -1.88], [2.26, -0.18, 0.90], [1.82, 3.76, 2.07], [-3.86, -2.81, -3.04], [1.38, 2.55, 3.26], [-2.68, -3.00, 4.38], [3.25, -0.24, -5.96], [-0.42, -3.68, 3.53], [2.59, 2.02, 0.50], [1.66, 0.04, 2.42], [-3.09, -4.13, -0.38], [0.73, -2.17, 1.92], [3.33, 1.70, 2.07], [-3.21, -4.44, -2.80], [4.77, -0.20, -0.55]], "homo_ha": [-0.393, -0.399], "charge": 1, "s2": 2.02, "multiplicity": 3, "lumo_energy_ev": [-2.292, -2.629], "e_tot_ev": -100526.4834, "homo_lumo_gap_ha": [0.3084, 0.3019]}



{"formula": "C20H25F5NO5PS2", "method": "the ωB97M-V functional and the def2-TZVPD basis", "symbols": ["S", "S", "P", "F", "F", "F", "F", "F", "O", "O", "O", "O", "O", "N", "C", "C", "C", "C", "C", "C", "C", "C", "C", "C", "C", "C", "C", "C", "C", "C", "C", "C", "C", "C", "H", "H", "H", "H", "H", "H", "H", "H", "H", "H", "H", "H", "H", "H", "H", "H", "H", "H", "H", "H", "H", "H", "H", "H", "H"], "positions_angstrom": [[-5.08, 1.68, -1.17], [-3.15, -1.06, 0.29], [-3.82, 1.79, 0.31], [-2.09, -4.08, 2.66], [-0.96, -2.06, 1.49], [-2.55, -4.12, 0.57], [-4.07, -3.54, 2.02], [-2.55, -1.45, 2.82], [3.25, 1.79, -0.07], [0.57, 0.87, 1.90], [-3.08, -1.78, -0.95], [-4.48, -0.94, 0.81], [-1.52, 0.65, 1.32], [0.08, 4.82, 0.34], [1.27, -1.91, -0.33], [2.18, -1.49, 0.63], [3.01, 2.85, -1.13], [2.44, -4.03, -0.40], [-1.53, 2.10, -1.89], [-1.02, 3.91, -0.02], [-2.79, -3.48, 1.70], [1.23, 1.07, -1.19], [0.04, 0.42, -0.47], [-0.84, 3.42, -1.47], [3.33, -3.63, 0.60], [3.18, -2.34, 1.11], [0.12, -1.09, -0.88], [1.96, 2.12, -0.37], [-1.37, 0.86, -1.00], [1.42, -3.20, -0.85], [4.42, -4.52, 1.12], [-0.17, 0.66, 1.01], [-2.36, 0.63, 0.16], [-2.28, -2.01, 1.65], [4.67, -4.20, 2.13], [2.13, -0.49, 1.04], [0.23, -1.07, -1.97], [-3.33, 3.09, 0.42], [-0.79, -1.64, -0.68], [-4.37, 1.48, 1.56], [-0.21, 5.78, 0.27], [0.94, 1.56, -2.11], [2.03, 0.36, -1.39], [5.33, -4.47, 0.54], [-1.26, 4.20, -2.11], [3.62, 3.61, -0.68], [3.39, 2.37, -2.03], [2.57, -5.02, -0.82], [-1.94, 4.51, 0.00], [-1.14, 3.12, 0.71], [-2.58, 2.31, -2.06], [4.08, -5.55, 1.21], [1.40, 2.71, 0.34], [0.42, 4.64, 1.27], [0.22, 3.44, -1.68], [-1.14, 1.83, -2.87], [3.84, -1.97, 1.88], [-1.67, 0.06, -1.69], [0.77, -3.59, -1.62]], "homo_ha": -0.329, "lumo_energy_ev": -0.061, "e_tot_ev": -77416.4357, "homo_lumo_gap_ha": 0.3262}



{"formula": "C20H25FN5O3S2", "method": "the ωB97M-V functional and the def2-TZVPD basis", "symbols": ["S", "S", "F", "O", "O", "O", "N", "N", "N", "N", "N", "C", "C", "C", "C", "C", "C", "C", "C", "C", "C", "C", "C", "C", "C", "C", "C", "C", "C", "C", "C", "H", "H", "H", "H", "H", "H", "H", "H", "H", "H", "H", "H", "H", "H", "H", "H", "H", "H", "H", "H", "H", "H", "H", "H", "H"], "positions_angstrom": [[-3.31, 2.10, 1.17], [3.57, -2.71, -1.89], [1.09, 6.50, -0.22], [2.63, -3.74, -1.58], [4.44, -2.86, -3.02], [-2.18, -1.45, 2.82], [-1.25, -0.74, -0.41], [-1.04, 1.44, -0.23], [-4.53, -1.30, 1.10], [-2.30, -0.25, 0.24], [4.42, -2.34, -0.49], [5.54, -1.46, -0.75], [-4.24, 0.90, 2.19], [3.04, -0.22, -3.00], [4.75, -3.49, 0.32], [0.82, 2.93, 0.20], [-1.27, 3.82, -0.66], [1.36, 4.21, 0.20], [-0.73, 5.09, -0.65], [0.57, 5.27, -0.22], [-0.48, 0.27, -0.71], [0.75, 0.15, -1.48], [-2.91, -2.61, 2.45], [-4.38, -2.22, 2.24], [1.15, 1.13, -2.38], [-2.20, 1.07, 0.38], [1.50, -1.02, -1.34], [-5.19, -0.03, 1.42], [2.64, -1.18, -2.10], [-0.49, 2.75, -0.24], [2.30, 0.94, -3.14], [2.59, 1.70, -3.85], [3.92, -0.40, -3.60], [-5.50, 0.45, 0.49], [6.29, -1.95, -1.38], [-4.74, -1.74, 3.15], [-1.32, -1.72, 3.14], [-3.51, 0.32, 2.76], [4.96, -3.17, 1.34], [6.00, -1.17, 0.19], [-3.16, -0.85, 0.60], [3.88, -4.15, 0.32], [-2.50, -3.04, 1.52], [1.20, -1.80, -0.67], [-6.09, -0.19, 2.03], [-5.01, -1.76, 0.34], [-1.31, 5.94, -0.97], [-4.80, 1.54, 2.87], [5.61, -4.04, -0.07], [5.18, -0.58, -1.27], [0.56, 2.02, -2.52], [-2.87, -3.36, 3.24], [1.41, 2.09, 0.53], [-2.28, 3.66, -1.00], [-4.96, -3.13, 2.08], [2.37, 4.38, 0.54]], "homo_ha": -0.431, "charge": 1, "lumo_energy_ev": -2.589, "e_tot_ev": -59120.2050, "homo_lumo_gap_ha": 0.3358}



{"formula": "C20H25MnN6O5", "method": "the ωB97M-V functional and the def2-TZVPD basis", "symbols": ["Mn", "O", "O", "O", "O", "O", "N", "N", "N", "N", "N", "N", "C", "C", "C", "C", "C", "C", "C", "C", "C", "C", "C", "C", "C", "C", "C", "C", "C", "C", "C", "C", "H", "H", "H", "H", "H", "H", "H", "H", "H", "H", "H", "H", "H", "H", "H", "H", "H", "H", "H", "H", "H", "H", "H", "H", "H"], "positions_angstrom": [[0.88, 0.68, -0.97], [2.85, 0.16, -1.22], [-1.07, 0.72, -1.33], [0.95, 2.54, -1.33], [-4.15, 6.07, -0.88], [-2.62, 7.58, -0.83], [0.68, 0.71, 1.10], [0.52, -1.35, -1.01], [1.13, -2.11, -1.96], [-2.99, 6.43, -0.91], [0.94, -3.35, -1.72], [0.20, -3.42, -0.59], [-2.34, 4.09, -1.15], [1.62, 0.56, 3.29], [-0.23, -4.73, -0.06], [0.39, 0.21, 3.81], [-0.71, 0.14, 2.97], [0.02, 3.43, -1.22], [-0.60, 5.75, -1.01], [-1.79, 1.74, -1.33], [-0.52, 0.39, 1.63], [1.73, 0.84, 1.93], [-1.67, -5.09, -0.45], [3.48, -0.62, -0.17], [-2.68, -4.12, 0.15], [-1.83, -5.21, -1.96], [-1.96, 5.38, -1.03], [-0.04, -2.19, -0.17], [-1.36, 3.09, -1.24], [0.37, 4.79, -1.11], [4.00, 0.25, 0.96], [3.01, 1.36, 1.34], [0.28, 0.01, 4.87], [-1.70, -0.09, 3.34], [-3.40, 3.84, -1.17], [-2.55, -3.98, 1.22], [4.95, 0.72, 0.69], [-0.10, -4.70, 1.02], [-1.83, -6.07, 0.00], [-2.84, -5.53, -2.21], [-1.13, -5.93, -2.38], [-3.70, -4.49, -0.01], [1.41, 5.06, -1.10], [-1.66, -4.25, -2.45], [-0.62, -1.94, 0.70], [-2.63, -3.14, -0.34], [3.48, 2.05, 2.03], [2.75, 1.94, 0.46], [2.49, 0.66, 3.93], [-2.87, 1.58, -1.41], [2.71, -1.29, 0.17], [4.20, -0.40, 1.81], [-0.35, 6.80, -0.92], [3.49, 0.79, -1.58], [-1.33, 0.33, 0.92], [4.28, -1.22, -0.61], [0.47, -5.45, -0.48]], "homo_ha": [-0.411, -0.411], "charge": 1, "s2": 1.13, "multiplicity": 2, "lumo_energy_ev": [-3.048, -3.064], "e_tot_ev": -71635.5224, "homo_lumo_gap_ha": [0.2985, 0.2979]}